Record 1
The following is a DFT calculation (wB97M-V/def2-TZVPD) of a structure of composition C2H7BO2S.

**Calculated total energy**: -653.949766 Eh
**HOMO-LUMO gap**: 8.932 eV
**Energy relative to the best compared isomer or geometry (same formula, charge and spin)**: 109.1 kJ/mol

Structure (XYZ):
```
13
C2H7BO2S (wB97M-V/def2-TZVPD)
B 0.68 -0.49 0.56
C 0.64 0.97 0.14
C -0.77 0.70 -1.32
O -0.15 -0.86 1.59
O 1.59 -1.42 0.06
S -2.38 0.61 -0.62
H 0.29 1.61 0.91
H 1.42 1.46 -0.51
H -0.57 1.58 -1.98
H -0.57 -0.20 -1.73
H 0.17 -1.65 1.99
H 1.61 -2.32 0.50
H -1.96 0.01 0.40
```

=====

Record 2
The following is a DFT calculation (wB97M-V/def2-TZVPD) of the molecule H9N3Si2.

**Calculated total energy**: -748.679883 Eh
**HOMO-LUMO gap**: 9.615 eV
**SMILES**: N[SiH2][SiH](N)N
**Energy relative to the best compared isomer or geometry (same formula, charge and spin)**: 119.3 kJ/mol

Structure (XYZ):
```
14
H9N3Si2 (wB97M-V/def2-TZVPD)
N 2.42 -0.67 -0.45
Si 1.29 0.48 0.28
Si -0.91 0.05 -0.42
N -1.85 1.35 0.46
N -1.38 -1.54 0.01
H 3.29 -0.35 -0.15
H 2.41 -1.62 -0.72
H 1.88 1.57 -0.46
H 1.21 0.75 1.67
H -0.95 0.38 -1.79
H -1.59 1.64 1.37
H -2.40 2.03 -0.04
H -1.66 -1.90 0.93
H -1.76 -2.18 -0.69
```

=====

Record 3
The following is a DFT calculation (wB97M-V/def2-TZVPD) of the ion C3H7N2OS with charge +1.

**Calculated total energy**: -701.116848 Eh
**Charge**: +1
**HOMO-LUMO gap**: 9.382 eV
**SMILES**: N[C@H](O)SC=C=[NH2+]
**Energy relative to the best compared isomer or geometry (same formula, charge and spin)**: 283.3 kJ/mol

Structure (XYZ):
```
14
C3H7N2OS (wB97M-V/def2-TZVPD)
N 0.18 -0.89 -0.74
C -1.16 -0.28 -1.06
O -0.93 0.99 -1.64
S -1.95 -0.11 0.66
C -0.53 0.34 1.63
C 0.67 0.11 1.11
N 1.96 0.25 1.12
H 0.95 -0.46 -1.33
H 0.09 -1.94 -0.85
H -1.79 -1.08 -1.62
H -1.74 1.50 -1.88
H -0.65 1.05 2.50
H 2.64 -0.43 1.61
H 2.26 0.97 0.48
```

=====

Record 4
The following is a DFT calculation (wB97M-V/def2-TZVPD) of a structure of composition C4H13BrFeO3.

**Calculated total energy**: -4223.612348 Eh
**HOMO-LUMO gap (spin up / spin down)**: 8.402 / 7.971 eV
**2S+1**: 5

Structure (XYZ):
```
22
C4H13BrFeO3 (wB97M-V/def2-TZVPD)
Fe 15.46 15.50 -3.10
O 16.62 16.62 -3.95
H 16.84 17.25 -3.24
Br 15.32 16.23 -0.74
C 12.26 19.99 2.49
C 12.87 19.19 1.37
O 13.07 17.85 1.81
H 11.23 19.65 2.67
H 12.15 21.03 2.19
H 12.79 19.96 3.44
H 13.81 19.64 1.04
H 12.19 19.18 0.51
H 13.39 17.34 1.06
C 16.44 10.97 -0.12
C 15.89 12.25 0.49
O 15.02 12.91 -0.40
H 16.96 11.13 -1.06
H 15.61 10.30 -0.36
H 17.08 10.45 0.59
H 16.68 12.90 0.89
H 15.33 11.94 1.38
H 15.17 13.86 -0.36
```

=====

Record 5
The following is a DFT calculation (wB97M-V/def2-TZVPD) of a structure of composition C29H41BN6OsS4.

**Calculated total energy**: -3166.363819 Eh
**Charge**: +1
**HOMO-LUMO gap (spin up / spin down)**: 5.465 / 5.349 eV
**Energy relative to the best compared isomer or geometry (same formula, charge and spin)**: 187.1 kJ/mol
**2S+1**: 2

Structure (XYZ):
```
82
C29H41BN6OsS4 (wB97M-V/def2-TZVPD)
Os 0.58 0.27 0.06
C -0.78 5.68 2.66
C -0.71 4.68 1.51
C 0.75 4.30 1.27
C -1.35 5.31 0.27
N -1.50 3.45 1.88
C -2.17 3.28 3.08
C -2.75 2.07 3.05
N -2.44 1.47 1.85
B -2.87 0.00 1.57
N -2.01 -1.00 2.38
C -2.58 -2.18 2.82
C -1.64 -2.87 3.47
N -0.47 -2.13 3.43
C -0.72 -0.99 2.75
S 0.35 0.34 2.45
C 0.78 -2.72 4.04
C 1.03 -4.07 3.36
C 0.53 -2.89 5.54
C 2.02 -1.85 3.84
N -2.87 -0.31 0.04
C -3.89 0.21 -0.73
C -3.82 -0.35 -1.95
N -2.74 -1.22 -1.96
C -2.15 -1.15 -0.73
S -0.67 -1.91 -0.24
C -2.57 -2.29 -3.01
C -3.05 -3.60 -2.37
C -1.13 -2.42 -3.49
C -3.45 -1.95 -4.22
C -1.67 2.33 1.15
S -1.05 1.99 -0.45
H -0.22 6.57 2.37
H -0.32 5.28 3.57
H -1.80 5.99 2.88
H 1.33 5.21 1.11
H 0.87 3.67 0.39
H 1.15 3.78 2.14
H -0.83 6.23 0.02
H -2.40 5.55 0.47
H -1.30 4.64 -0.58
H -2.20 4.03 3.85
H -3.35 1.56 3.79
H -4.00 -0.13 1.95
H -3.62 -2.41 2.63
H -1.71 -3.82 3.97
H 0.27 -4.80 3.63
H 1.99 -4.46 3.68
H 1.04 -3.95 2.28
H -0.31 -3.55 5.74
H 0.33 -1.93 6.01
H 1.42 -3.32 6.00
H 2.23 -1.68 2.79
H 2.87 -2.37 4.28
H 1.92 -0.89 4.34
H -4.58 0.93 -0.33
H -4.44 -0.18 -2.81
H -2.38 -3.89 -1.56
H -3.06 -4.39 -3.11
H -4.06 -3.48 -1.97
H -0.45 -2.68 -2.69
H -0.79 -1.51 -3.98
H -1.09 -3.23 -4.23
H -4.51 -1.99 -3.98
H -3.26 -2.70 -4.99
H -3.20 -0.97 -4.63
S 3.87 0.25 0.67
C 2.48 0.26 0.02
C 0.66 0.30 -2.34
C 1.81 1.10 -2.79
C 1.63 2.41 -3.24
C 2.69 3.13 -3.77
C 3.96 2.57 -3.83
C 4.16 1.29 -3.34
C 3.10 0.56 -2.83
H 0.79 -0.77 -2.30
H -0.33 0.68 -2.54
H 0.64 2.86 -3.18
H 2.53 4.13 -4.16
H 4.78 3.13 -4.26
H 5.15 0.85 -3.37
H 3.25 -0.45 -2.48
```

=====

Record 6
The following is a DFT calculation (wB97M-V/def2-TZVPD) of a structure of composition C50H50HoNO6PS2.

**Calculated total energy**: -4527.349285 Eh
**Charge**: +1
**HOMO-LUMO gap (spin up / spin down)**: 8.361 / 8.362 eV
**Energy relative to the best compared isomer or geometry (same formula, charge and spin)**: 0.0 kJ/mol
**2S+1**: 5

Structure (XYZ):
```
111
C50H50HoNO6PS2 (wB97M-V/def2-TZVPD)
Ho 0.04 0.37 1.39
O 3.07 -1.03 4.08
C 2.08 -0.52 3.59
O 1.93 -0.12 2.39
C 0.83 -0.31 4.45
C 0.68 -0.55 5.80
C -0.54 -0.30 6.42
C -1.53 0.26 5.65
C -1.32 0.48 4.30
N -0.16 0.19 3.71
C -2.38 1.00 3.34
O -3.50 1.28 3.71
O -1.91 1.08 2.15
H 1.49 -1.01 6.32
H -0.65 -0.53 7.48
H -2.48 0.50 6.07
C -6.72 -1.69 2.53
C -5.71 -1.19 1.53
C -4.53 -1.91 1.31
C -3.56 -1.44 0.46
C -3.79 -0.26 -0.21
C -4.96 0.43 -0.04
C -5.93 -0.03 0.82
S -2.59 0.46 -1.33
O -1.25 0.45 -0.60
C -2.47 -0.90 -2.52
C -3.73 -1.43 -2.96
C -3.77 -2.48 -3.80
C -2.56 -3.04 -4.29
C -2.56 -4.16 -5.16
C -1.38 -4.72 -5.58
C -0.15 -4.16 -5.19
C -0.12 -3.09 -4.34
C -1.32 -2.52 -3.86
C -1.27 -1.41 -2.96
C 0.03 -0.83 -2.57
C 0.58 0.33 -3.26
C -0.11 0.97 -4.33
C 0.42 2.09 -4.94
C 1.65 2.62 -4.47
C 2.32 1.99 -3.46
C 1.82 0.84 -2.85
C 2.53 0.20 -1.78
C 2.03 -0.92 -1.19
C 0.79 -1.46 -1.60
S -0.02 -2.65 -0.54
O -0.02 -1.89 0.80
C 1.19 -3.93 -0.37
C 2.12 -3.93 0.66
C 3.05 -4.97 0.68
C 3.07 -5.96 -0.30
C 4.14 -7.01 -0.36
C 2.13 -5.93 -1.30
C 1.18 -4.92 -1.36
H -7.31 -2.53 2.11
H -7.41 -0.90 2.83
H -6.22 -2.02 3.42
H -4.37 -2.86 1.81
H -2.64 -1.96 0.30
H -5.09 1.35 -0.60
H -6.84 0.55 0.95
H -4.68 -1.01 -2.58
H -4.71 -2.88 -4.12
H -3.48 -4.59 -5.48
H -1.42 -5.57 -6.25
H 0.76 -4.54 -5.61
H 0.82 -2.68 -4.05
H -1.03 0.55 -4.69
H -0.08 2.52 -5.79
H 2.09 3.48 -4.97
H 3.26 2.40 -3.10
H 3.50 0.61 -1.49
H 2.61 -1.41 -0.40
H 2.12 -3.13 1.40
H 3.83 -4.98 1.47
H 4.96 -6.74 0.29
H 4.47 -7.16 -1.42
H 3.74 -7.96 -0.01
H 2.15 -6.69 -2.09
H 0.46 -4.86 -2.20
C 0.21 3.99 -1.13
C 1.34 4.39 -0.20
C 1.33 5.87 0.09
P 1.43 3.23 1.22
C 3.26 3.13 1.60
C 3.95 2.04 0.77
C 4.05 4.41 1.41
C 0.76 4.02 2.74
C -0.68 4.42 2.47
C 1.55 5.11 3.44
H 0.29 4.52 -2.09
H -0.78 4.26 -0.72
H 0.15 2.92 -1.34
H 2.29 4.17 -0.72
H 0.48 6.16 0.69
H 1.22 6.44 -0.82
H 2.23 6.19 0.61
H 3.33 2.84 2.67
H 3.93 2.34 -0.27
H 3.52 1.04 0.94
H 5.01 2.01 1.08
H 4.13 4.71 0.39
H 5.08 4.26 1.77
H 3.67 5.30 1.93
H 0.73 3.18 3.44
H -0.82 5.33 1.88
H -1.20 4.59 3.41
H -1.28 3.61 2.00
H 1.67 6.03 2.84
H 2.52 4.75 3.79
H 0.96 5.41 4.32
```

=====

Record 7
The following is a DFT calculation (wB97M-V/def2-TZVPD) of the molecule C4H9NO2S.

**Calculated total energy**: -761.189950 Eh
**HOMO-LUMO gap**: 9.704 eV
**SMILES**: O=C(O)NCCCS
**Energy relative to the best compared isomer or geometry (same formula, charge and spin)**: 192.9 kJ/mol

Structure (XYZ):
```
17
C4H9NO2S (wB97M-V/def2-TZVPD)
O 1.63 -0.02 -3.26
C 1.14 0.42 -2.20
O 1.47 1.70 -1.88
N 0.07 -0.11 -1.55
C -0.41 0.58 -0.28
C 0.17 -0.17 0.90
C -0.67 -1.36 1.36
S -1.89 -0.85 2.73
H 2.31 1.94 -1.44
H -0.67 -0.71 -1.91
H -1.50 0.57 -0.43
H -0.09 1.62 -0.26
H 1.15 -0.50 0.64
H 0.36 0.49 1.79
H -1.48 -1.49 0.70
H -0.36 -2.37 1.90
H -1.22 0.26 3.19
```

=====

Record 8
The following is a DFT calculation (wB97M-V/def2-TZVPD) of a structure of composition C2H3OSn.

**Calculated total energy**: -366.969055 Eh
**Charge**: +1
**HOMO-LUMO gap (spin up / spin down)**: 7.129 / 7.127 eV
**Energy relative to the best compared isomer or geometry (same formula, charge and spin)**: 440.3 kJ/mol

Structure (XYZ):
```
7
C2H3OSn (wB97M-V/def2-TZVPD)
O 0.00 -1.10 -0.10
C 0.75 -0.40 -0.99
Sn -0.90 0.66 -1.81
H 0.50 -1.56 0.60
C -0.16 0.59 0.38
H 0.53 1.41 0.61
H -0.72 0.39 1.30
```

=====

Record 9
The following is a DFT calculation (wB97M-V/def2-TZVPD) of a cluster of 3 separate species, C5H15NO2 in total.

**Calculated total energy**: -404.394106 Eh
**HOMO-LUMO gap**: 3.948 eV
**Energy relative to the best compared isomer or geometry (same formula, charge and spin)**: 947.7 kJ/mol

Structure (XYZ):
```
23
C5H15NO2 (wB97M-V/def2-TZVPD)
C -1.70 0.31 -0.03
N -0.83 -0.53 0.80
C -0.11 -1.57 0.12
C 1.39 -1.27 0.44
C 2.04 -0.09 -0.38
O -0.17 -0.19 -2.36
C -1.19 1.66 -0.55
H -2.62 0.49 0.49
H -1.89 -0.25 -0.95
H -0.21 1.26 3.01
H -0.29 -1.54 -0.94
H -0.28 -2.62 0.45
H 2.00 -2.18 0.16
H 1.36 -1.05 1.56
H 1.89 -0.06 -1.47
H 1.69 0.95 -0.04
H 3.19 -0.05 -0.29
H -0.64 2.24 0.15
H -1.91 2.18 -1.31
H -0.40 0.01 -3.30
H -0.28 0.10 1.34
H -0.36 1.45 -1.24
O 0.41 1.25 2.26
```

=====

Record 10
The following is a DFT calculation (wB97M-V/def2-TZVPD) of the molecule CH5ClN2.

**Calculated total energy**: -610.707260 Eh
**HOMO-LUMO gap**: 9.985 eV
**SMILES**: CNNCl
**Energy relative to the best compared isomer or geometry (same formula, charge and spin)**: 221.3 kJ/mol

Structure (XYZ):
```
9
CH5ClN2 (wB97M-V/def2-TZVPD)
C 0.14 0.15 1.04
N -0.32 -0.81 0.02
N -0.64 -0.16 -1.27
Cl 0.66 0.11 -2.42
H 0.99 0.79 0.84
H -0.63 0.82 1.15
H 0.28 -0.37 1.98
H 0.47 -1.30 -0.30
H -0.95 0.76 -1.06
```

=====

Record 11
The following is a DFT calculation (wB97M-V/def2-TZVPD) of the molecule C4H7NOS.

**Calculated total energy**: -684.551707 Eh
**HOMO-LUMO gap (spin up / spin down)**: 7.179 / 6.938 eV
**Energy relative to the best compared isomer or geometry (same formula, charge and spin)**: 670.5 kJ/mol

Structure (XYZ):
```
14
C4H7NOS (wB97M-V/def2-TZVPD)
C -0.31 0.03 1.33
C -1.21 -0.91 -1.05
C 0.89 0.58 0.62
C 1.08 0.45 -0.86
N 0.72 1.61 -0.34
O -1.90 1.37 -0.40
S -1.88 0.04 0.25
H -0.39 -1.06 1.57
H -0.31 0.60 2.27
H -1.61 -1.07 -1.99
H -0.84 -1.81 -0.44
H 1.78 0.45 1.22
H 1.08 -0.14 -1.71
H -0.40 1.88 -0.52
```

=====

Record 12
The following is a DFT calculation (wB97M-V/def2-TZVPD) of a structure of composition CuI.

**Calculated total energy**: -1937.258932 Eh
**Charge**: +2
**HOMO-LUMO gap (spin up / spin down)**: 10.897 / 6.535 eV
**Energy relative to the best compared isomer or geometry (same formula, charge and spin)**: 0.0 kJ/mol
**2S+1**: 3

Structure (XYZ):
```
2
CuI (wB97M-V/def2-TZVPD)
Cu -0.27 1.33 -0.50
I 0.27 -1.33 0.50
```

=====

Among the records above, which one has the highest calculated total energy?
C2H3OSn

=====

What is the calculated total energy in the third record?
-701.116848 Eh